Molecular formula: C41H43BN8P2S4Ta
Method: DFT, wB97M-V/def2-TZVPD

Calculated values
Electronic energy ... -119263.7249 eV
Frontier orbital gap ... 0.2380 Ha
Net charge ... +3
ΔE to the lowest compared entry with this formula, charge and spin ... 20.30 kcal per mole
LUMO level ... -9.48 eV

Last column: Löwdin charge in e.
CARTESIAN COORDINATES (ANGSTROEM)
Ta1 0.561 0.391 0.571  0.973
C1 2.891 5.822 -0.278  -0.339
S1 1.603 5.209 0.820  0.946
C2 1.540 3.547 0.401  -1.029
S2 0.349 2.661 1.361  0.593
N1 2.274 3.018 -0.519  -0.020
N2 2.035 1.657 -0.653  -0.242
C3 2.695 1.095 -1.596  -0.081
C4 2.608 -0.349 -1.701  -0.250
C5 3.399 -1.060 -2.580  0.032
C6 3.474 -2.443 -2.447  0.010
C7 2.801 -3.042 -1.399  0.000
C8 1.996 -2.266 -0.579  -0.121
N3 1.838 -0.947 -0.753  -0.062
H1 2.951 6.888 -0.068  0.054
H2 2.616 5.663 -1.317  0.045
H3 3.841 5.346 -0.052  0.053
H4 3.371 1.673 -2.216  0.158
H5 3.982 -0.534 -3.323  0.140
H6 4.087 -3.028 -3.120  0.137
H7 2.878 -4.102 -1.204  0.133
H8 1.477 -2.716 0.253  0.107
C9 -1.324 -0.744 -3.368  -0.104
N4 -1.530 -0.244 -1.990  -0.461
P1 -1.402 -1.242 -0.617  0.915
C10 -3.099 -1.572 -0.084  -0.378
C11 -4.095 -1.466 -1.056  -0.087
C12 -5.400 -1.814 -0.746  -0.039
C13 -5.718 -2.266 0.527  -0.035
C14 -4.728 -2.382 1.493  -0.039
C15 -3.417 -2.042 1.191  -0.116
C16 -0.848 -2.943 -0.904  -0.353
C17 -0.728 -3.641 0.308  -0.137
C18 -0.438 -4.993 0.320  -0.037
C19 -0.273 -5.674 -0.882  -0.036
C20 -0.408 -4.996 -2.082  -0.043
C21 -0.700 -3.635 -2.102  -0.066
P2 -0.935 1.295 -1.470  0.928
C22 -0.630 2.243 -2.974  -0.359
C23 -1.776 2.427 -3.765  -0.104
C24 -1.708 3.166 -4.930  -0.030
C25 -0.504 3.751 -5.311  -0.028
C26 0.624 3.595 -4.524  -0.042
C27 0.566 2.840 -3.358  -0.078
C28 -2.245 2.289 -0.708  -0.386
C29 -2.069 3.678 -0.789  -0.116
C30 -2.946 4.535 -0.149  -0.041
C31 -4.012 4.022 0.581  -0.036
C32 -4.191 2.651 0.669  -0.043
C33 -3.306 1.785 0.037  -0.082
H9 -2.078 -1.495 -3.596  0.091
H10 -0.326 -1.163 -3.503  0.080
H11 -1.455 0.071 -4.071  0.071
H12 -3.867 -1.090 -2.045  0.102
H13 -6.172 -1.729 -1.499  0.122
H14 -6.737 -2.537 0.765  0.123
H15 -4.974 -2.744 2.482  0.121
H16 -2.661 -2.163 1.949  0.059
H17 -0.852 -3.131 1.259  0.071
H18 -0.352 -5.516 1.263  0.124
H19 -0.060 -6.735 -0.879  0.124
H20 -0.305 -5.528 -3.018  0.123
H21 -0.814 -3.155 -3.059  0.084
H22 -2.728 2.006 -3.461  0.124
H23 -2.593 3.301 -5.536  0.126
H24 -0.456 4.342 -6.216  0.126
H25 1.552 4.069 -4.812  0.119
H26 1.449 2.776 -2.747  0.057
H27 -1.255 4.103 -1.362  0.108
H28 -2.808 5.604 -0.234  0.122
H29 -4.708 4.694 1.066  0.122
H30 -5.029 2.245 1.220  0.120
H31 -3.485 0.727 0.121  0.069
C34 5.349 -1.318 0.943  0.010
N5 4.348 -1.881 1.849  -0.103
C35 4.473 -3.099 2.472  0.000
C36 3.376 -3.251 3.252  -0.013
N6 2.586 -2.135 3.111  0.014
B1 1.166 -2.054 3.806  -0.396
N7 0.882 -0.589 4.304  -0.013
C37 1.351 -0.044 5.477  -0.002
C38 0.676 1.108 5.711  0.015
N8 -0.226 1.258 4.679  -0.089
C39 -1.258 2.298 4.608  0.012
C40 -0.063 0.229 3.840  -0.649
S3 -0.974 -0.057 2.364  0.654
C41 3.185 -1.316 2.245  -0.624
S4 2.735 0.312 1.790  0.740
H32 5.333 -1.855 -0.004  0.092
H33 6.331 -1.411 1.400  0.113
H34 5.131 -0.267 0.781  0.064
H35 5.337 -3.725 2.333  0.144
H36 3.098 -4.050 3.916  0.139
H37 0.329 -2.367 2.998  0.046
H38 1.199 -2.781 4.757  0.093
H39 2.111 -0.530 6.062  0.145
H40 0.726 1.809 6.525  0.146
H41 -0.859 3.208 5.045  0.110
H42 -2.137 1.974 5.160  0.114
H43 -1.520 2.478 3.569  0.048

---

Molecular formula: C42H48N5O2P2Ti
Method: DFT, wB97M-V/def2-TZVPD

Calculated values
Electronic energy ... -97575.0842 eV
Frontier orbital gap (spin up / spin down) ... 0.2474 / 0.2526 Ha
ΔE to the lowest compared entry with this formula, charge and spin ... 0.00 kcal per mole
LUMO level (spin up / spin down) ... -0.36 / -0.40 eV
2S+1 ... 2

Last column: Mulliken spin population.
CARTESIAN COORDINATES (ANGSTROEM)
Ti1 -0.797 -0.395 -0.382  0.865
O1 -4.539 -1.321 0.658  0.012
C1 -3.560 -0.900 0.080  -0.018
N1 -2.411 -1.591 -0.262  -0.005
C2 -2.584 -2.453 -1.380  -0.023
C3 -3.675 -3.304 -1.535  -0.002
C4 -3.870 -3.987 -2.728  0.000
C5 -2.989 -3.803 -3.781  0.002
C6 -1.901 -2.955 -3.639  0.001
C7 -1.654 -2.307 -2.429  0.034
N2 -0.648 -1.349 -2.210  -0.018
C8 0.546 -1.243 -2.820  -0.011
O2 1.182 -0.182 -2.768  -0.007
C9 1.186 -2.413 -3.523  0.001
C10 1.870 -2.244 -4.718  0.000
C11 2.493 -3.342 -5.282  0.000
C12 2.440 -4.557 -4.615  0.000
C13 1.772 -4.613 -3.401  0.000
N3 1.152 -3.569 -2.864  0.001
C14 -3.571 0.500 -0.477  0.046
C15 -4.733 1.254 -0.516  0.017
C16 -4.755 2.399 -1.287  -0.003
C17 -3.614 2.753 -1.995  0.004
C18 -2.482 1.979 -1.861  0.036
N4 -2.444 0.882 -1.101  -0.020
H1 -4.371 -3.413 -0.715  0.001
H2 -4.722 -4.645 -2.836  0.000
H3 -3.156 -4.304 -4.727  0.000
H4 -1.240 -2.783 -4.478  0.000
H5 1.903 -1.263 -5.175  0.000
H6 3.020 -3.256 -6.224  0.000
H7 2.915 -5.442 -5.016  0.000
H8 1.727 -5.536 -2.834  0.000
H9 -5.597 0.900 0.027  0.001
H10 -5.652 3.000 -1.360  0.000
H11 -3.605 3.620 -2.641  0.000
H12 -1.569 2.231 -2.384  0.004
C19 0.834 5.415 -0.528  0.001
C20 0.303 3.983 -0.473  -0.005
C21 0.928 3.164 -1.603  -0.004
P1 0.575 3.030 1.136  0.009
C22 0.863 4.372 2.417  0.000
C23 2.323 4.827 2.355  0.000
C24 0.583 3.825 3.822  0.000
C25 -1.170 2.582 1.555  0.033
C26 -2.172 3.535 1.750  0.010
C27 -3.387 3.193 2.316  0.001
C28 -3.620 1.882 2.714  0.003
C29 -2.663 0.912 2.489  -0.017
C30 -1.452 1.240 1.872  -0.020
N5 -0.527 0.214 1.546  0.006
C31 0.435 -0.090 2.492  0.027
C32 0.441 0.482 3.779  -0.002
C33 1.453 0.206 4.680  0.002
C34 2.501 -0.638 4.342  0.000
C35 2.504 -1.226 3.088  -0.004
C36 1.482 -0.986 2.173  -0.004
P2 1.400 -1.671 0.505  0.029
C37 3.020 -1.330 -0.331  -0.009
C38 3.340 0.156 -0.154  0.003
C39 4.210 -2.213 0.034  -0.001
C40 1.261 -3.518 0.648  -0.032
C41 2.030 -4.161 1.800  0.000
C42 -0.218 -3.906 0.700  0.050
H13 0.534 5.879 -1.471  0.000
H14 1.925 5.435 -0.495  0.000
H15 0.452 6.036 0.282  0.000
H16 -0.781 4.032 -0.616  -0.001
H17 0.604 2.117 -1.611  0.012
H18 2.016 3.139 -1.501  0.000
H19 0.698 3.587 -2.586  0.003
H20 0.213 5.230 2.229  0.000
H21 2.987 3.974 2.513  0.000
H22 2.520 5.559 3.142  0.000
H23 2.584 5.285 1.400  0.000
H24 1.229 2.971 4.034  0.000
H25 -0.451 3.506 3.947  0.000
H26 0.792 4.599 4.565  0.000
H27 -1.983 4.571 1.489  -0.001
H28 -4.146 3.951 2.471  0.000
H29 -4.560 1.613 3.181  0.000
H30 -2.841 -0.120 2.768  -0.001
H31 -0.351 1.159 4.067  0.001
H32 1.427 0.671 5.658  0.000
H33 3.300 -0.838 5.044  0.000
H34 3.318 -1.883 2.818  0.000
H35 2.788 -1.496 -1.388  0.002
H36 3.693 0.355 0.860  0.000
H37 2.458 0.778 -0.324  -0.001
H38 4.115 0.464 -0.859  0.000
H39 4.532 -2.054 1.064  0.000
H40 5.053 -1.960 -0.613  0.000
H41 3.990 -3.272 -0.109  0.000
H42 1.664 -3.874 -0.305  0.002
H43 1.601 -3.861 2.757  0.000
H44 3.087 -3.898 1.801  0.000
H45 1.956 -5.248 1.728  0.000
H46 -0.742 -3.372 1.496  0.002
H47 -0.320 -4.977 0.890  0.001
H48 -0.706 -3.682 -0.251  -0.014

---

Molecular formula: C2HIN2O2
Method: DFT, wB97M-V/def2-TZVPD

Calculated values
Electronic energy ... -17261.1531 eV
Frontier orbital gap ... 0.3597 Ha
ΔE to the lowest compared entry with this formula, charge and spin ... 54.80 kcal per mole
LUMO level ... -1.00 eV

Last column: natural (NBO) charge in e.
CARTESIAN COORDINATES (ANGSTROEM)
N1 -0.604 1.797 1.710  -0.283
C1 -0.421 1.075 0.860  0.245
C2 0.135 0.240 -0.479  -0.282
I1 2.227 0.572 -0.702  0.231
N2 -0.199 -1.134 -0.131  0.482
O1 -1.416 -1.251 -0.150  -0.344
O2 0.611 -1.984 0.169  -0.307
H1 -0.333 0.684 -1.278  0.258